{
  "formula": "C28H61NPRhSi4Te4",
  "method": "ωB97M-V/def2-TZVPD",
  "total_charge": -2,
  "e_above_lowest_kj_mol": 0.0,
  "multiplicity": 1,
  "symbols": ["H", "H", "H", "C", "C", "Te", "Te", "Te", "C", "H", "H", "C", "C", "H", "H", "H", "H", "Rh", "H", "C", "C", "H", "C", "H", "H", "C", "H", "H", "H", "C", "H", "C", "P", "H", "H", "H", "C", "H", "Te", "H", "H", "H", "H", "C", "C", "H", "C", "H", "H", "H", "Si", "H", "Si", "H", "H", "H", "C", "H", "H", "H", "H", "H", "Si", "N", "H", "C", "C", "H", "H", "H", "C", "H", "H", "H", "C", "H", "H", "C", "H", "H", "H", "H", "C", "C", "H", "H", "H", "C", "H", "H", "C", "C", "H", "C", "H", "C", "H", "H", "H", "Si"],
  "coordinates": [[2.035, -0.644, -2.159], [1.361, 2.781, -2.034], [0.686, 5.227, 3.684], [0.383, 4.194, 3.478], [4.947, -0.276, 2.454], [-1.920, -1.136, 2.906], [1.851, -1.075, 4.839], [0.113, 0.600, 3.812], [-1.406, 5.449, 1.516], [1.053, 4.892, -0.399], [-4.179, 3.378, -0.545], [4.439, 1.934, 3.208], [0.874, -2.316, -2.922], [2.214, 4.073, 0.639], [-0.472, 3.956, 4.115], [-4.960, 0.264, 1.521], [1.640, -2.692, 1.534], [0.146, -0.031, 1.277], [6.112, 0.783, 3.920], [3.842, -0.242, 1.618], [-2.424, -2.316, -1.296], [2.153, -0.883, -3.912], [-2.359, 1.321, -2.260], [-3.593, -0.296, 0.566], [3.036, -1.938, -2.814], [1.348, 4.734, 0.641], [-3.418, -2.735, -1.103], [-2.235, 5.282, 2.206], [-2.627, -4.916, -2.084], [-4.181, 3.497, 0.541], [2.097, 0.343, -0.294], [5.260, 0.815, 3.251], [0.329, -2.570, -1.093], [1.196, 3.532, 3.774], [3.678, -3.886, 0.008], [-2.720, -4.342, 0.251], [2.104, -1.394, -2.944], [-3.511, 3.423, 3.465], [-1.449, -3.442, 4.140], [5.555, -1.173, 2.498], [-1.633, -4.059, -3.256], [1.410, -3.242, -4.786], [-0.546, -0.673, -3.035], [1.866, 0.926, 0.597], [-1.661, -4.070, 0.201], [-2.811, 1.849, 3.867], [-4.221, 0.568, 0.774], [-4.751, 0.829, -0.146], [3.280, -3.653, -1.693], [1.691, 1.959, 0.287], [-0.927, 1.977, 0.866], [0.480, -5.727, -0.416], [-3.245, 2.074, 1.391], [1.471, -5.413, -1.842], [-3.802, 4.489, 0.778], [2.209, -4.359, 1.642], [1.558, -3.815, -0.335], [-1.470, -3.373, 1.013], [-2.259, 0.288, -1.929], [1.661, 5.700, 1.050], [-1.087, -4.973, 0.395], [-0.914, -5.301, -2.222], [-0.112, 4.068, 1.657], [0.314, -1.237, -0.348], [0.485, -4.007, 1.600], [-1.633, -4.483, -2.251], [-3.550, 2.352, 3.241], [2.228, -5.853, -0.313], [-1.621, 4.218, -3.039], [-2.264, 1.348, -3.351], [3.339, 1.961, 2.367], [0.113, -1.189, -4.595], [3.115, -2.307, -0.552], [-1.130, -2.156, -3.808], [-0.250, -1.542, -3.623], [-2.219, -1.544, -0.553], [4.650, 2.788, 3.842], [1.408, -5.280, -0.762], [0.446, 2.170, -3.428], [2.709, 2.842, 2.345], [0.918, 1.075, -2.109], [-0.782, 4.917, -1.651], [2.989, -3.381, -0.678], [-1.381, -3.433, -1.166], [-2.444, -1.852, -2.279], [-3.365, 1.660, -1.999], [0.380, -4.276, -3.798], [1.448, -3.710, 1.193], [-5.224, 3.444, 0.873], [-2.490, 4.488, -1.523], [3.015, 0.880, 1.542], [0.580, 2.083, -2.344], [-4.535, 1.977, 3.533], [-1.532, 4.181, -1.947], [-0.925, 6.394, 1.794], [1.198, -3.559, -3.757], [3.595, -1.110, 1.019], [2.086, -4.076, -3.393], [-1.811, 5.560, 0.510], [-1.043, 2.410, -1.454]]
}

=====

{
  "formula": "C28H62Br3ClFN7O6P2",
  "method": "ωB97M-V/def2-TZVPD",
  "e_above_lowest_kj_mol": 476.8,
  "multiplicity": 1,
  "symbols": ["C", "Br", "Br", "H", "C", "C", "H", "H", "H", "H", "H", "Br", "H", "H", "N", "C", "H", "C", "N", "H", "H", "C", "H", "O", "H", "H", "C", "H", "C", "H", "C", "H", "C", "C", "H", "O", "O", "H", "N", "H", "C", "C", "C", "H", "C", "C", "Cl", "C", "H", "H", "C", "H", "H", "C", "C", "H", "H", "H", "H", "H", "H", "H", "C", "H", "C", "C", "H", "N", "O", "H", "P", "H", "H", "C", "H", "H", "H", "H", "O", "N", "H", "O", "C", "H", "H", "H", "H", "C", "H", "C", "H", "C", "H", "P", "H", "H", "H", "N", "H", "H", "N", "H", "H", "H", "H", "H", "H", "H", "F", "H"],
  "coordinates": [[2.920, 1.128, 1.251], [-7.777, 0.135, 1.637], [-5.859, -3.998, 2.566], [6.426, 0.386, 1.052], [-4.279, -4.373, -2.003], [-3.189, -1.473, 2.279], [-8.840, -3.025, -2.063], [-3.459, -4.445, -2.734], [8.814, 0.389, -1.550], [-8.241, -3.036, 3.582], [0.627, -5.133, 0.283], [-8.727, -5.536, -1.501], [2.436, -0.448, -1.969], [-7.724, -1.675, -0.338], [7.782, 1.519, -0.102], [-6.521, -1.239, -2.060], [-5.520, -0.797, -2.173], [-5.609, -1.993, 0.326], [7.515, 4.338, -0.557], [-6.643, -1.940, -2.904], [7.651, -0.558, 0.214], [1.972, 0.306, -2.614], [0.282, 2.298, -3.273], [5.808, 2.680, -0.797], [9.248, 5.214, 0.316], [2.506, 0.192, 1.632], [-4.008, -3.163, -1.046], [7.846, 1.707, -2.230], [-7.866, -2.009, 3.621], [5.614, 5.256, -0.571], [6.992, 0.309, 0.118], [6.903, 6.248, -1.224], [-1.731, 1.232, -1.158], [6.666, 5.520, -0.446], [3.207, 3.247, -0.395], [-4.814, -3.169, 0.102], [-4.857, -5.950, -0.276], [-2.104, -2.288, -0.342], [-7.511, -0.156, -2.301], [-2.124, -1.187, 2.223], [1.201, 2.555, -2.737], [8.473, 1.413, -1.382], [9.199, 2.566, 1.904], [-1.981, 3.532, -0.286], [-0.244, -5.355, 0.916], [-4.369, -5.717, -1.287], [-3.641, -7.125, -2.216], [-8.440, -3.611, -1.220], [-1.422, 0.368, -1.757], [-2.436, 1.805, -1.767], [7.185, 3.322, 2.920], [-3.295, -2.465, 1.821], [9.380, 2.019, -1.388], [-4.803, -0.688, 0.357], [8.901, 4.743, -0.616], [-5.480, 0.162, 0.157], [1.658, 3.984, 0.060], [9.863, 2.598, 1.043], [9.039, 5.468, -1.422], [-7.722, 0.299, -1.416], [9.045, 1.521, 2.189], [-7.179, -1.825, 4.460], [-6.312, -2.327, 1.684], [7.782, 3.735, 3.735], [2.420, 3.271, 0.371], [-1.009, 3.155, 0.039], [-8.349, -0.623, -2.637], [1.641, 1.510, -1.827], [-7.060, -3.411, -1.102], [9.736, 3.062, 2.720], [0.776, 1.072, -0.319], [-0.592, -3.154, 0.887], [9.569, 3.917, -0.849], [-7.211, -1.580, 2.306], [6.309, 3.970, 2.802], [6.780, 6.003, 0.536], [-4.051, -0.599, -0.446], [-5.202, -4.219, -2.583], [-2.349, -4.239, 0.427], [1.880, 1.957, 0.649], [1.987, 2.729, -3.479], [0.031, 0.393, 0.827], [-1.122, -4.080, 1.152], [2.688, 0.536, -3.405], [-4.040, -2.275, -1.695], [3.384, 1.633, 2.102], [6.831, 2.326, 3.211], [-4.050, -0.348, 1.661], [2.858, 3.697, 1.278], [-2.509, -3.286, -0.596], [1.078, -0.140, -3.066], [-6.764, -2.044, -0.739], [-1.088, 2.874, 1.095], [6.876, 2.960, 0.258], [-1.950, -3.647, -1.487], [-0.866, -6.125, 0.436], [6.281, 0.124, -0.694], [7.955, 3.279, 1.661], [-0.329, 4.003, -0.049], [0.058, -5.768, 1.890], [-0.578, 2.050, -0.810], [1.053, 3.504, -2.226], [-8.743, -1.358, 3.779], [-1.379, -4.075, 2.225], [-8.987, -3.382, -0.291], [-2.252, 0.860, -0.271], [-3.346, 0.459, 1.394], [3.700, 0.883, 0.517], [-4.851, 0.196, 2.674], [-3.432, -1.561, 3.350]]
}

=====

{
  "formula": "C28H62N11Ti",
  "method": "ωB97M-V/def2-TZVPD",
  "total_charge": 2,
  "e_above_lowest_kj_mol": 65.4,
  "multiplicity": 2,
  "symbols": ["C", "N", "N", "N", "H", "Ti", "C", "N", "H", "H", "H", "C", "N", "H", "C", "H", "H", "H", "H", "C", "H", "H", "C", "C", "H", "H", "H", "H", "H", "H", "H", "H", "H", "C", "H", "C", "H", "H", "C", "H", "H", "H", "H", "H", "H", "N", "H", "C", "H", "C", "H", "H", "H", "N", "N", "H", "H", "H", "C", "H", "C", "H", "C", "H", "H", "H", "H", "H", "H", "H", "H", "C", "C", "H", "C", "C", "C", "H", "H", "H", "C", "H", "C", "C", "H", "H", "H", "C", "C", "H", "C", "H", "N", "H", "N", "H", "H", "C", "C", "H", "N", "H"],
  "coordinates": [[-3.393, -3.071, 1.741], [-2.225, -2.056, -1.272], [-1.398, 0.719, -1.625], [3.311, -2.108, 0.800], [1.436, 4.569, 3.083], [-0.567, -0.809, -0.363], [-0.473, -3.764, -1.167], [0.425, 3.220, 1.791], [5.363, -1.400, 3.477], [0.439, 3.337, 3.886], [-0.168, 1.084, -5.674], [-1.607, -0.789, -4.385], [1.238, 1.228, 2.645], [-3.186, -3.610, 0.812], [-2.164, 2.530, -4.728], [-0.321, 0.059, 3.426], [-2.321, 1.576, -5.215], [-3.116, 3.063, -4.718], [0.748, 4.901, 0.636], [-2.222, 1.355, -0.631], [-2.732, -0.019, 3.211], [0.352, -1.907, -3.049], [5.687, -2.414, 0.951], [-1.822, 3.560, -2.556], [5.596, -3.464, 1.234], [-2.159, 2.323, 2.605], [1.627, -3.108, -2.759], [-3.316, -1.025, 1.087], [3.232, 1.036, 3.191], [-2.475, -1.609, 3.942], [-1.051, -1.722, -4.492], [-1.441, 3.121, -5.292], [3.632, -1.147, 3.440], [4.441, -1.741, 3.010], [-0.334, 4.683, 3.058], [0.371, 1.864, 1.797], [-2.976, -3.688, 2.540], [-0.916, 4.289, 0.559], [-3.562, 1.644, -0.899], [1.962, -2.129, 2.335], [2.907, -1.519, -1.402], [-2.527, -4.128, -1.723], [2.075, 0.343, -0.589], [0.010, -4.584, -1.708], [2.866, 2.509, 2.280], [1.415, -0.061, -1.250], [-2.491, -0.964, -3.781], [2.097, -1.131, -2.033], [-5.404, 2.443, -0.171], [-1.769, -3.350, -1.840], [5.565, 0.306, 1.559], [-3.958, 1.413, -1.882], [-0.713, -1.184, 2.238], [-0.378, 1.134, 0.972], [-0.769, 0.246, -3.795], [-0.893, -2.723, 1.485], [-2.821, -2.228, -0.465], [2.532, -0.740, -2.954], [0.241, 0.748, -4.719], [-4.467, 2.919, 2.088], [2.501, 1.833, 3.051], [5.735, -2.352, -0.136], [4.681, -0.129, 1.096], [3.328, -3.124, 0.820], [-1.424, 4.376, -3.159], [-4.091, -1.105, 3.447], [-2.851, 3.786, -2.279], [-4.475, -3.048, 1.868], [1.275, -0.707, 3.519], [0.403, 3.421, -0.272], [4.294, -2.784, 3.299], [4.523, -1.595, 1.493], [-1.346, 1.140, -2.875], [0.866, 0.625, 4.608], [0.512, 3.993, 3.026], [-2.537, 2.165, 1.603], [-2.776, -1.672, 1.801], [3.822, 0.474, 1.414], [2.041, -0.722, 1.520], [0.948, -0.056, -4.932], [-3.035, -1.066, 3.178], [0.791, 1.571, -4.265], [-4.372, 2.221, 0.053], [-1.689, 1.596, 0.643], [-1.232, 3.455, -1.660], [-2.806, -1.563, -1.943], [6.629, -2.049, 1.354], [0.735, 0.238, 3.594], [0.135, 3.999, 0.611], [-0.666, -4.102, -0.148], [-3.845, 2.490, 1.317], [2.421, 2.375, 3.996], [2.058, -1.735, 1.397], [1.126, 0.704, -1.857], [-1.729, 2.345, -3.345], [4.788, -0.042, 0.016], [1.136, -2.752, -0.348], [1.108, -2.242, -2.335], [-1.268, -1.689, 1.453], [-1.620, -3.203, -2.908], [0.424, -2.596, -1.071], [-1.950, -0.500, -5.385]]
}

=====

{
  "formula": "C28H62N5O5",
  "method": "ωB97M-V/def2-TZVPD",
  "total_charge": 2,
  "multiplicity": 2,
  "total_energy_ev": -47705.2904,
  "symbols": ["H", "H", "C", "N", "H", "C", "H", "H", "C", "H", "H", "H", "C", "C", "H", "H", "H", "H", "H", "H", "O", "H", "H", "C", "H", "C", "C", "H", "H", "C", "H", "H", "H", "C", "H", "H", "H", "O", "C", "H", "C", "C", "H", "H", "H", "O", "H", "H", "H", "O", "H", "H", "C", "N", "C", "H", "H", "H", "O", "N", "C", "H", "H", "C", "H", "H", "C", "H", "H", "H", "H", "H", "C", "N", "C", "C", "C", "H", "C", "C", "H", "H", "H", "H", "N", "H", "C", "C", "H", "H", "H", "H", "H", "H", "H", "C", "H", "H", "H", "C"],
  "coordinates": [[1.993, 3.783, 4.778], [-0.699, -1.764, 6.299], [-3.317, 2.757, -3.297], [-0.133, -1.032, 5.893], [4.302, -1.772, 0.921], [-0.106, 0.224, 6.786], [2.907, -1.826, -3.368], [-0.552, 3.800, 3.717], [3.556, 0.706, 2.547], [0.951, 2.311, 4.739], [2.082, 1.577, 1.194], [-6.695, -0.003, -2.630], [-1.435, 4.271, 1.883], [-4.578, 1.951, -2.818], [-1.159, 0.496, 6.854], [1.193, 3.510, 1.134], [-0.749, -4.762, -2.664], [3.587, 4.067, 3.268], [1.386, 4.678, 2.508], [-3.946, -0.816, -0.793], [-3.061, -1.527, -3.170], [4.953, -4.002, 0.449], [-1.433, 4.011, 0.825], [0.118, -5.040, -3.262], [0.833, -1.328, 5.927], [4.497, 1.932, 2.816], [-0.600, -0.682, 4.530], [3.474, 3.490, 1.624], [-1.426, 1.979, -3.236], [1.297, -3.430, -1.655], [2.465, -0.842, -0.015], [0.307, -5.978, -2.740], [-5.076, 0.495, -0.419], [3.575, 3.164, 2.659], [1.647, -0.951, -2.545], [-3.433, 0.841, -0.635], [-0.466, 0.414, -5.442], [-1.310, 0.279, 4.318], [-2.496, 0.567, -4.434], [2.772, 2.150, 4.937], [-5.753, -0.332, -3.068], [-4.447, 0.451, -2.571], [3.602, 0.023, 3.395], [1.335, -2.126, 0.441], [4.892, 1.810, 3.825], [-0.158, 0.098, 0.686], [-1.098, -1.439, 2.702], [3.281, -4.574, 0.451], [3.818, 0.170, 1.635], [-0.802, -0.231, -1.268], [-4.844, 2.518, -1.925], [2.231, -4.368, -3.349], [2.649, -1.360, -2.417], [-3.237, -0.131, -3.325], [1.073, 3.679, 2.204], [0.346, 1.047, 6.233], [1.411, -4.180, -0.871], [-0.289, -5.351, -4.224], [-1.619, -1.351, 0.220], [-0.870, -0.455, -0.084], [-1.118, -0.112, -4.744], [4.702, -2.686, -1.423], [-1.873, 2.578, -4.882], [-4.225, 0.209, -1.038], [-3.648, 3.446, -4.074], [0.597, -1.505, 2.804], [-0.296, -1.600, 3.422], [-3.080, 1.132, -6.551], [1.315, 0.776, 2.568], [3.434, -0.635, -2.201], [0.994, -3.235, -3.887], [-0.372, -2.635, 3.756], [-0.425, 3.503, 2.676], [2.502, -2.498, -1.353], [1.211, -4.026, -3.169], [3.925, -3.726, 0.216], [2.338, -1.921, 0.067], [-1.048, 5.281, 2.015], [-3.472, 0.609, -5.679], [3.869, -3.356, -1.212], [-0.605, 2.428, 2.671], [3.980, -4.084, -2.016], [-0.503, -0.360, -3.880], [-5.676, -1.411, -2.932], [2.130, 2.768, 2.979], [-3.692, -0.421, -5.960], [3.468, -2.474, 0.923], [1.938, 2.723, 4.531], [3.171, -2.696, 1.948], [-5.425, 2.090, -3.490], [5.403, 1.991, 2.214], [-6.021, -0.044, -4.085], [0.349, -2.962, -1.390], [-1.200, -1.074, -5.250], [0.396, 0.160, 7.752], [2.187, 1.352, 2.255], [-4.433, 1.094, -5.510], [-2.911, 3.412, -2.527], [-2.445, 4.309, 2.292], [-2.190, 2.002, -4.013]]
}